(1)
C21H17N6O9W | ωB97M-V with the def2-TZVPD basis set

XYZ file:
```
54
Properties=species:S:1:pos:R:3:mulliken_charge:R:1
W 0.35612 0.04492 -0.03465 3.275
O -2.97139 -2.60638 0.66439 -0.532
C -2.10166 -1.62731 0.62597 0.393
O -1.20226 -1.53398 -0.22504 -0.278
C -2.22527 -0.53538 1.57016 0.428
C -3.23151 -0.33479 2.50308 -0.870
C -3.32448 0.91331 3.10204 -0.512
C -2.47906 1.92814 2.66306 -0.851
C -1.50618 1.64984 1.72291 0.719
N -1.31595 0.41024 1.24006 -0.015
C -0.69793 2.66183 0.97842 0.160
O -0.71689 3.83872 1.23310 -0.663
O -0.02426 2.09283 0.00390 -0.609
H -2.79767 -3.24664 -0.04582 0.412
H -3.93221 -1.12863 2.71704 0.567
H -4.08648 1.10937 3.84245 0.474
H -2.57451 2.94972 3.00576 0.575
O 3.68833 1.02479 -2.24720 -0.646
C 2.51888 0.88004 -2.01375 -0.130
O 2.03811 0.90759 -0.77634 -0.814
C 1.49340 0.73771 -3.13580 0.192
C 0.24074 1.54941 -2.81056 -0.393
C -0.66158 1.73329 -4.01757 -0.980
C -1.24456 0.31551 -4.21616 -1.010
C -0.58753 -0.45769 -3.08536 -0.355
O -0.52626 0.55273 -2.01562 -0.766
C 0.90630 -0.69546 -3.34419 0.209
C 1.35602 -1.75497 -2.36449 -0.099
O 1.82196 -2.81150 -2.68367 -0.639
O 1.08681 -1.47302 -1.08492 -0.884
H 1.97746 1.08167 -4.04705 0.658
H 0.39997 2.42161 -2.18750 0.662
H -0.09468 2.09028 -4.87551 0.407
H -1.44346 2.45833 -3.80261 0.353
H -0.99672 -0.12491 -5.18031 0.413
H -2.32749 0.31004 -4.11034 0.348
H -1.13520 -1.31906 -2.71367 0.740
H 1.09473 -1.06778 -4.34810 0.640
N 2.54024 2.05980 3.06611 0.166
C 1.98704 2.08346 1.85809 -0.455
N 1.42797 0.89600 1.65636 0.331
C 1.71364 0.19110 2.77887 0.263
N 2.38802 0.86450 3.67317 -0.758
C 1.36480 -1.20813 2.69960 0.282
C 1.55970 -2.14973 3.69337 -0.594
N 1.33981 -3.43920 3.47658 -0.533
C 0.96525 -3.77127 2.24937 -0.528
C 0.74987 -2.84266 1.23826 -0.019
N 0.91688 -1.52943 1.46246 0.205
H 3.05715 2.79543 3.52381 0.239
H 1.99343 2.91590 1.17548 0.570
H 1.91231 -1.84277 4.66944 0.467
H 0.82781 -4.82327 2.03399 0.408
H 0.48244 -3.14415 0.23891 0.376
```

## Properties
2S+1   1
Total charge   +1
HOMO (alpha / beta)   -10.60 / -10.60 eV
Lowest unoccupied orbital energy (alpha / beta)   -4.428 / -4.429 eV

=====

(2)
C21H18ClNO2 | ωB97M-V with the def2-TZVPD basis set

XYZ file:
```
43
Properties=species:S:1:pos:R:3:mulliken_charge:R:1
C -5.69470 -1.78423 -0.94797 -1.042
C -5.85714 -0.90271 0.28619 -0.458
O -5.15524 0.32097 0.17441 -0.500
C -3.81517 0.35282 0.34105 0.777
C -3.00639 -0.71560 0.72139 -0.312
C -1.64496 -0.54477 0.88057 -1.234
C -1.04059 0.68477 0.64752 0.234
C 0.43787 0.76668 0.83463 0.567
O 1.02115 0.09435 1.65733 -0.601
N 1.06208 1.62476 -0.02308 -0.088
C 2.45302 1.84048 -0.07654 0.076
C 2.92635 3.14729 -0.10783 -0.370
C 4.28427 3.40215 -0.12928 -0.607
C 5.18209 2.34784 -0.10644 -0.730
C 4.71495 1.04714 -0.09454 -0.690
C 3.35154 0.76820 -0.10081 0.355
C 2.89165 -0.62867 -0.18124 0.257
C 1.97876 -1.01459 -1.15883 0.107
C 1.55109 -2.32628 -1.23919 -0.729
C 2.03075 -3.27027 -0.34687 -0.447
C 2.94840 -2.89680 0.62010 -0.678
C 3.38136 -1.58651 0.69968 -0.313
C -1.83751 1.76508 0.27856 -0.718
C -3.19869 1.59679 0.13320 0.283
Cl -4.18710 2.94119 -0.30997 -0.223
H -6.30006 -2.67972 -0.83888 0.359
H -6.02180 -1.24259 -1.83195 0.309
H -4.65622 -2.07447 -1.08787 0.344
H -6.90270 -0.60078 0.39137 0.338
H -5.55865 -1.43738 1.19573 0.342
H -3.43426 -1.68775 0.90565 0.322
H -1.02258 -1.37269 1.18381 0.487
H 0.49040 2.27270 -0.54405 0.212
H 2.21962 3.96555 -0.10607 0.421
H 4.63971 4.42132 -0.15436 0.377
H 6.24442 2.54033 -0.10986 0.397
H 5.41238 0.22230 -0.10910 0.493
H 1.60776 -0.28338 -1.86380 0.419
H 0.83853 -2.61239 -2.00000 0.413
H 1.68913 -4.29362 -0.40540 0.400
H 3.32452 -3.62995 1.31885 0.382
H 4.07903 -1.29086 1.46870 0.485
H -1.42710 2.75330 0.13519 0.584
```

## Properties
2S+1   1
HOMO   -8.40 eV
Lowest unoccupied orbital energy   0.654 eV
Structure (SMILES)   CCOc1ccc(C(=O)Nc2ccccc2-c2ccccc2)cc1Cl

=====

(3)
C21H18F3I2NO6Se2Sn | ωB97M-V with the def2-TZVPD basis set

XYZ file:
```
54
Properties=species:S:1:pos:R:3:mulliken_charge:R:1
Sn -0.60068 -0.59468 -2.17043 0.288
O -1.56738 4.14537 0.44740 -0.564
C -1.85201 2.76086 0.51099 -0.546
C -3.07211 2.43061 -0.32652 1.796
C -4.25532 3.32301 0.19886 -0.932
O -4.04669 4.64928 -0.11519 -0.635
C -3.46151 0.92757 -0.15638 -1.440
Se -2.03454 -0.42873 0.10004 -0.179
C -2.80535 2.77996 -1.82476 -1.437
Se -1.06151 2.13800 -2.61283 -0.403
H -0.66575 4.43220 0.85174 0.209
H -2.09822 2.54129 1.55506 0.449
H -0.92738 2.24218 0.23819 0.154
H -4.25478 3.14554 1.32781 0.350
H -5.18578 2.99667 -0.24906 0.409
H -3.12343 4.97618 0.16857 0.357
H -4.10880 0.62450 -1.04234 0.273
H -4.03491 0.76670 0.76659 0.494
H -2.72250 3.82510 -1.91627 0.451
H -3.51041 2.31495 -2.49249 0.444
F 4.12295 -8.08518 0.90056 -0.285
C 2.95185 -7.81352 1.54013 0.948
F 3.08926 -8.17334 2.81238 -0.267
F 1.98922 -8.59632 0.94413 -0.269
C 2.48656 -6.39492 1.38267 0.161
C 2.84368 -5.72840 0.19617 -0.450
C 2.11962 -4.69222 -0.24481 -0.535
C 0.96523 -4.30848 0.43129 0.513
C 0.65061 -4.79857 1.70589 -0.531
C 1.46256 -5.83589 2.19779 -0.512
C 0.10338 -3.41293 -0.17901 0.608
C -0.49966 -2.68090 -0.98778 -1.567
H 3.83001 -5.99501 -0.20531 0.314
H 2.48314 -4.08254 -1.03434 0.466
H -0.17028 -4.29639 2.20610 0.476
H 1.13805 -6.38559 3.11691 0.265
O 2.48490 0.54489 -3.27721 -0.671
C 2.15026 0.61452 -2.07670 0.382
O 1.33755 -0.22665 -1.45598 -0.468
C 2.51520 1.81369 -1.28991 0.593
C 2.23650 1.78647 0.13250 -0.450
C 2.16244 3.07554 0.74764 -0.174
C 2.27619 4.20525 -0.02919 0.196
C 2.70682 4.20151 -1.36494 -0.414
C 2.88721 2.98151 -1.96420 -0.751
N 1.65115 5.39811 0.41557 1.021
O 1.86728 6.50668 -0.09729 -0.612
O 0.80682 5.24989 1.37046 -0.696
H 2.00498 0.84283 0.60819 0.465
H 1.98592 3.23434 1.83253 0.294
H 2.99010 5.16632 -1.78746 0.432
H 3.13822 2.90164 -3.05630 0.316
I -3.71359 -2.61009 1.33091 0.112
I -5.66507 -4.40281 1.91965 -0.446
```

## Properties
2S+1   1
Total charge   -2
HOMO   -1.16 eV
Lowest unoccupied orbital energy   2.716 eV

=====

(4)
C21H18FNO2 | ωB97M-V with the def2-TZVPD basis set

XYZ file:
```
43
Properties=species:S:1:pos:R:3:mulliken_charge:R:1
C -4.06170 0.35867 3.80862 -1.324
C -2.59098 0.08337 3.68408 0.928
C -1.66397 1.10103 3.45760 -0.560
C -0.31099 0.83039 3.28023 -0.495
C 0.17975 -0.50292 3.28359 1.108
C 1.54497 -0.83974 3.03490 -1.102
N 2.50463 0.13983 3.05932 1.010
O 3.74317 -0.15254 3.07720 -0.746
O 2.16568 1.36050 2.99536 -0.723
C -0.76801 -1.52138 3.59907 -1.040
C -2.10595 -1.23208 3.77547 -0.499
H -4.57055 -0.55113 4.13549 0.337
H -4.26704 1.15828 4.52758 0.327
H -4.49882 0.65913 2.84826 0.268
H -1.97636 2.14080 3.42551 0.356
H 0.39377 1.63933 3.17864 0.574
H 1.88494 -1.87744 2.97671 0.368
H -0.37863 -2.53178 3.73876 0.321
H -2.81053 -2.02452 4.00033 0.282
F 6.74091 -2.37273 -2.98387 -0.316
C 6.03537 -1.78989 -1.95500 0.243
C 6.76602 -1.07158 -1.00622 -0.447
C 6.03440 -0.43750 0.00843 -0.533
C 4.65348 -0.49496 0.02067 -0.558
C 3.89220 -1.21990 -0.95369 1.117
C 2.47569 -1.18682 -0.83767 -0.335
C 1.45473 -1.58897 -1.74507 0.809
C 0.07885 -1.38852 -1.36713 -0.507
C -0.96650 -1.81534 -2.16357 -0.594
C -0.71461 -2.48642 -3.37680 -0.333
C 0.61511 -2.67322 -3.78600 -0.746
C 1.67459 -2.17432 -3.02822 -0.249
C 4.65421 -1.93009 -1.93920 -0.619
H 7.85192 -1.01593 -1.04633 0.436
H 6.55320 0.12052 0.78855 0.450
H 4.10369 0.03701 0.79629 0.265
H 2.11453 -0.71747 0.08013 0.144
H -0.12017 -0.86098 -0.42719 0.446
H -2.00224 -1.62718 -1.86585 0.392
H -1.53849 -2.84693 -3.99394 0.377
H 0.82512 -3.19446 -4.72411 0.377
H 2.67402 -2.19942 -3.43815 0.333
H 4.17988 -2.57482 -2.67081 0.457
```

## Properties
2S+1   1
HOMO   -6.18 eV
Lowest unoccupied orbital energy   -3.320 eV

=====

(5)
C21H18FNO3 | ωB97M-V with the def2-TZVPD basis set

XYZ file:
```
44
Properties=species:S:1:pos:R:3:mulliken_charge:R:1
C 4.47790 4.13672 0.59958 -1.040
C 3.11235 4.02310 1.27294 -0.999
C 2.17053 3.14135 0.47999 0.729
C 2.21964 1.73633 0.61507 -1.018
C 1.39283 0.88059 -0.11418 -0.019
C 0.45140 1.43242 -1.04398 0.442
C -0.57961 0.71991 -1.91967 0.314
C 0.00449 -0.60213 -2.42890 -1.255
C 0.01491 -1.71758 -1.40538 0.409
O 0.89186 -2.54162 -1.49763 -0.583
N -1.04728 -1.82449 -0.48396 0.511
C -1.25505 -2.95635 0.31814 -0.276
C -1.22489 -2.89553 1.71253 -0.089
C -1.43177 -4.03588 2.50613 -0.947
C -1.60053 -5.26538 1.88860 -0.390
C -1.67893 -5.36000 0.50661 0.014
F -1.91203 -6.58417 -0.06571 -0.303
C -1.49132 -4.20662 -0.29842 -0.079
C -1.95482 -0.74976 -0.39351 1.086
C -1.79751 0.40692 -1.07860 -0.328
C -2.92323 1.25873 -0.79357 -0.016
O -3.13111 2.30901 -1.40681 -0.639
O -3.71617 0.69677 0.12555 -0.323
C -3.17853 -0.56438 0.45303 -0.357
C 0.36878 2.84094 -1.09818 -0.693
C 1.22657 3.67695 -0.38452 -0.923
H 5.01377 4.96835 1.09372 0.342
H 4.38570 4.43356 -0.43538 0.336
H 5.11001 3.23799 0.70616 0.307
H 2.67201 4.97971 1.29951 0.393
H 3.23477 3.66193 2.31141 0.348
H 2.94456 1.35164 1.32540 0.393
H 1.48893 -0.16617 0.14593 0.350
H -0.84154 1.36095 -2.76182 0.654
H 1.00373 -0.44146 -2.84150 0.310
H -0.64227 -0.94665 -3.24705 0.406
H -1.02913 -1.92024 2.18030 0.541
H -1.41235 -4.06742 3.59004 0.374
H -1.78095 -6.20635 2.45179 0.372
H -1.53901 -4.26324 -1.38085 0.458
H -2.91074 -0.60808 1.54112 0.264
H -3.91614 -1.36467 0.30792 0.261
H -0.32321 3.31665 -1.81306 0.265
H 1.13339 4.71765 -0.53879 0.399
```

## Properties
2S+1   1
HOMO   -8.80 eV
Lowest unoccupied orbital energy   0.387 eV
Structure (SMILES)   CCc1ccc([C@H]2CC(=O)N(c3cccc(F)c3)C3=C2C(=O)OC3)cc1